Entry 1:
One molecule with the formula C23H17Cl2N5O4. Source: the Open Molecules 2025 dataset; level of theory: ωB97M-V/def2-TZVPD.

XYZ file:
```
51
Properties=species:S:1:pos:R:3:forces:R:3:mulliken_charge:R:1
C 9.678 1.968 0.122 0.2488 0.4449 -0.0948 -0.681
O 8.996 0.760 0.422 0.0207 -0.3313 0.0875 -0.396
C 7.680 0.795 0.394 -0.9556 -0.1637 0.0166 0.527
N 7.069 1.954 0.117 0.5373 0.3394 -0.0423 -0.528
C 5.757 1.959 0.076 -0.2461 -0.5359 0.0881 -0.644
C 4.997 0.805 0.300 0.4710 -0.2065 0.0939 0.849
C 3.587 0.689 0.231 -0.2451 -0.4158 0.0616 -0.482
C 2.958 -0.504 0.417 0.0115 0.6266 -0.1035 -0.008
C 1.470 -0.517 0.227 0.0423 -0.0633 0.0863 0.200
O 0.860 0.526 0.072 -0.0320 0.0875 -0.0696 -0.739
N 0.919 -1.755 0.207 0.3055 -0.4651 0.1332 0.000
C -0.372 -2.113 -0.153 -0.4014 -0.0737 -0.0726 0.013
C -1.331 -1.190 -0.563 -0.1483 0.0946 -0.0448 -0.474
C -2.586 -1.610 -0.984 0.2216 -0.4100 -0.0261 0.295
C -3.608 -0.645 -1.490 0.2008 0.0604 0.0979 0.215
O -4.353 -0.909 -2.412 -0.1942 -0.1583 -0.0870 -0.636
N -3.635 0.546 -0.842 0.0374 0.3254 0.1678 -0.118
C -4.604 1.558 -1.175 -0.0379 0.0456 -0.2908 -1.169
C -5.827 1.566 -0.289 -0.0717 -0.0222 0.1099 0.933
C -6.666 2.674 -0.288 0.0576 -0.0739 -0.0007 -0.734
C -7.817 2.683 0.478 0.0078 -0.0053 -0.0230 -0.392
C -8.149 1.590 1.261 0.0215 -0.1052 0.0369 -0.577
C -7.307 0.491 1.262 0.0262 0.2193 -0.1260 0.189
Cl -7.698 -0.884 2.234 -0.0591 -0.1714 0.1240 -0.234
C -6.153 0.469 0.495 -0.0388 0.0408 -0.0300 -0.533
C -2.896 -2.965 -0.999 -0.0585 0.1381 -0.0209 -0.785
C -1.967 -3.893 -0.568 0.0521 0.0894 0.0140 -0.694
C -0.717 -3.473 -0.149 -0.1051 0.1966 -0.0394 0.493
Cl 0.445 -4.652 0.364 -0.0043 -0.0565 0.0047 -0.238
C 3.726 -1.703 0.734 0.1474 -0.0067 0.0123 0.710
O 3.272 -2.820 0.926 -0.0140 -0.1559 0.0443 -0.797
N 5.095 -1.519 0.817 0.2042 -0.2924 0.0869 0.070
C 5.750 -0.358 0.593 0.1629 0.9096 -0.2134 0.269
N 7.074 -0.359 0.645 0.2831 -0.2514 0.0688 -0.686
H 10.737 1.732 0.191 -0.0625 -0.0095 0.0034 0.245
H 9.428 2.312 -0.883 0.0499 -0.0209 0.0865 0.310
H 9.412 2.749 0.836 0.0554 -0.0573 -0.0629 0.307
H 5.287 2.906 -0.150 -0.1569 0.0655 -0.0209 0.433
H 2.988 1.561 0.003 -0.1259 0.0058 -0.0185 0.530
H 1.541 -2.536 0.444 0.0356 0.3574 -0.0514 0.152
H -1.058 -0.147 -0.585 0.0008 -0.0121 0.0043 0.886
H -3.067 0.682 -0.021 0.0014 -0.1255 -0.0585 0.272
H -4.927 1.346 -2.201 0.1033 0.1270 0.1313 0.339
H -4.124 2.542 -1.156 -0.0768 -0.1008 -0.0353 0.463
H -6.417 3.530 -0.897 0.0364 0.1275 -0.0762 0.378
H -8.466 3.545 0.466 -0.0669 0.0994 0.0081 0.368
H -9.045 1.588 1.859 -0.0775 -0.0214 0.0792 0.417
H -5.523 -0.408 0.502 0.0376 -0.0702 0.0275 0.502
H -3.866 -3.278 -1.353 -0.0841 -0.0417 -0.0435 0.481
H -2.202 -4.946 -0.565 0.0151 -0.0777 0.0212 0.420
H 5.655 -2.339 1.030 -0.1328 0.1005 -0.0442 0.278
```
Positions in Å, forces in eV/Å.

## Properties
Structure (SMILES): COc1ncc2cc(C(=O)Nc3cc(C(=O)NCc4cccc(Cl)c4)ccc3Cl)c(=O)[nH]c2n1
Multiplicity: 1
Gap between HOMO and LUMO (eV): 7.84
HOMO energy (eV): -8.660
Maximum force (eV/A): 0.97

=====

Entry 2:
Na9O12S3 as an isolated structure at a distorted geometry. Source: the Open Molecules 2025 dataset; level of theory: ωB97M-V/def2-TZVPD.

XYZ file:
```
24
Properties=species:S:1:pos:R:3:forces:R:3:mulliken_charge:R:1
Na 0.741 3.663 0.524 0.2274 0.6843 0.2548 0.933
Na 3.102 0.240 1.602 0.3273 -0.2530 1.9206 0.857
Na 2.792 1.452 -1.993 0.4320 -0.0335 -0.2992 0.839
Na 1.974 -2.971 -1.224 0.5261 -0.5537 -0.0705 0.981
Na -0.287 1.204 2.340 0.1470 -1.0407 2.0486 0.847
Na -2.269 -0.832 -0.308 -1.2521 0.1308 -1.1106 0.886
Na -0.048 -2.392 1.981 0.1803 0.0747 2.0407 0.972
Na -1.295 2.303 -2.600 -1.6804 -0.5211 -1.3381 0.836
Na -0.190 -1.059 -3.173 -1.7805 0.5606 -1.1579 0.804
S -3.025 0.157 -3.670 -4.8553 0.1920 -5.4213 1.260
O -1.785 0.565 -4.327 4.8548 0.5254 0.3079 -0.774
O -3.669 1.340 -3.193 0.2550 3.3499 3.2906 -0.685
O -3.915 -0.415 -4.637 0.2397 -1.1316 -0.4780 -0.644
O -2.754 -0.803 -2.638 2.7614 -3.0962 4.9726 -0.780
S 1.499 -0.632 4.602 0.6995 -0.2613 5.5962 1.122
O 1.939 -1.938 5.102 -0.3839 0.5453 -1.2789 -0.620
O 0.379 -0.768 3.656 -2.7139 -0.7288 -4.7067 -0.711
O 0.965 0.230 5.656 0.6384 0.0169 -0.6703 -0.621
O 2.621 0.033 3.899 1.1041 1.0056 -2.8213 -0.753
S 0.639 0.150 -0.330 -1.7726 -1.0782 -0.8567 1.527
O -0.441 0.445 -1.244 -0.0024 1.8307 -1.4664 -0.630
O 1.589 -0.733 -0.962 2.3332 -1.9686 -2.0138 -0.878
O 1.413 1.265 0.170 1.2333 3.5995 0.3634 -0.801
O 0.024 -0.502 0.769 -1.5181 -1.8489 2.8942 -0.966
```
Positions in Å, forces in eV/Å.

## Properties
Multiplicity: 1
Net charge: +3
Gap between HOMO and LUMO (eV): 2.26
HOMO energy (eV): -14.721
Maximum force (eV/A): 7.28

=====

Entry 3:
Br3H3Si3 as an isolated structure at a distorted geometry. Source: the Open Molecules 2025 dataset; level of theory: ωB97M-V/def2-TZVPD.

XYZ file:
```
9
Properties=species:S:1:pos:R:3:forces:R:3:mulliken_charge:R:1
Si 0.103 -1.237 -1.234 -0.9856 -0.5778 0.4809 0.413
Si -0.296 -0.067 1.825 1.7512 0.2164 0.3844 0.602
Si 1.385 -0.020 0.375 0.6733 -0.1212 -1.8182 -0.022
Br -0.788 -2.730 0.316 -0.0217 0.2290 0.2731 -0.257
Br 0.565 0.079 3.884 0.2127 0.2932 -0.1395 -0.226
Br -1.802 -0.325 -2.190 0.9964 -0.3520 0.2644 -0.242
H 0.600 -2.359 -2.099 0.0272 0.7956 -0.1649 -0.102
H -1.458 -0.519 2.371 -2.7393 -0.7825 0.2607 -0.108
H 1.202 1.256 -0.396 0.0859 0.2993 0.4591 -0.059
```
Positions in Å, forces in eV/Å.

## Properties
Multiplicity: 1
Gap between HOMO and LUMO (eV): 6.99
HOMO energy (eV): -8.789
Maximum force (eV/A): 2.86

=====

Entry 4:
A 2-piece molecular cluster, C4H13N3 overall at a distorted geometry. Source: the Open Molecules 2025 dataset; level of theory: ωB97M-V/def2-TZVPD.

XYZ file:
```
20
Properties=species:S:1:pos:R:3:forces:R:3:mulliken_spin:R:1
C -0.765 0.600 0.756 -2.6194 -0.2857 0.8433 0.061
C 1.270 -0.567 0.017 -2.3572 0.9510 1.4455 0.853
C 1.714 -2.777 -1.306 0.4768 -0.8507 0.4443 0.888
C 2.297 0.217 0.473 1.4019 2.8529 -0.2093 0.073
N -0.008 -0.470 0.061 2.2215 3.0400 0.9277 -0.063
N -1.918 1.136 -0.088 -2.3251 -3.3293 -3.4463 -0.002
N -2.826 2.026 0.450 -1.0456 0.3477 1.9148 0.003
H -1.318 0.175 1.610 0.6064 -0.0737 -0.0793 -0.003
H -0.333 1.531 1.095 1.3950 -0.3344 -0.0762 -0.003
H 2.588 -2.661 -1.834 1.6754 0.1274 -1.1702 0.026
H 0.793 -2.598 -1.693 -2.4071 0.4873 -1.6572 0.043
H 1.705 -3.113 -0.323 0.4204 -0.6374 1.7171 0.034
H 3.100 0.000 -0.204 1.0594 0.3683 -0.5903 0.018
H 2.704 -0.044 1.414 0.2649 -0.9942 1.3664 0.002
H 2.139 1.350 0.600 -0.1119 -1.3998 -0.6474 0.069
H -0.396 -1.242 -0.352 -2.4690 -2.4814 -1.1056 0.001
H -1.565 1.453 -1.009 -0.0240 0.0003 0.2482 -0.001
H -2.655 0.336 -0.358 2.6727 1.2852 0.3716 0.000
H -3.791 1.658 0.491 0.9413 0.5350 -0.0570 0.000
H -2.735 2.990 0.198 0.2237 0.3913 -0.2401 0.000
```
Positions in Å, forces in eV/Å.

## Properties
Multiplicity: 3
Net charge: +2
Gap between HOMO and LUMO (spin up / spin down) (eV): 6.30 / 8.97
HOMO energy (spin up / spin down) (eV): -15.265 / -19.591
Maximum force (eV/A): 5.33

=====

Entry 5:
C10H17Cl2MoNO5 as an isolated structure at a distorted geometry. Source: the Open Molecules 2025 dataset; level of theory: ωB97M-V/def2-TZVPD.

XYZ file:
```
36
Properties=species:S:1:pos:R:3:forces:R:3:mulliken_spin:R:1
C 0.427 -1.265 -1.180 -0.2145 0.9250 -0.6035 0.028
C 1.273 -0.109 -1.306 -1.0236 0.2218 -0.1658 0.065
C 0.421 1.066 -1.216 -0.1732 -1.0263 -0.2946 0.050
C 2.721 -0.102 -1.639 0.2314 0.0576 0.0313 -0.005
C -0.933 0.602 -1.022 0.9201 -0.6346 -0.5613 0.021
C -0.920 -0.832 -1.048 0.9212 0.9656 -0.2092 -0.056
C -2.113 -1.709 -1.040 -0.2962 -0.2733 0.3740 0.008
C 0.848 -2.679 -1.342 0.0883 -0.4824 0.0698 -0.004
C 0.852 2.470 -1.418 0.0853 0.3622 -0.0047 -0.018
C -2.146 1.447 -0.913 -0.3560 0.1989 0.1675 -0.016
Mo 0.489 0.139 0.822 -4.3202 -3.3486 0.3105 1.736
Cl 2.392 1.175 1.367 2.6955 1.5051 0.6195 0.056
Cl 1.635 -1.808 1.642 0.5942 -0.5658 0.2376 0.017
O -0.315 1.761 1.484 -0.6930 0.6767 0.8619 0.081
H 3.126 -1.112 -1.588 0.0758 -0.0045 0.0010 -0.002
H 3.275 0.520 -0.934 0.0157 -0.0465 -0.0192 0.003
H 2.889 0.293 -2.645 0.0191 -0.0288 -0.1447 -0.001
H 1.814 2.661 -0.934 -0.1209 -0.0165 0.0096 -0.001
H 0.114 3.151 -0.988 0.1182 -0.0005 0.0376 -0.003
H 0.954 2.702 -2.485 -0.0174 0.0163 -0.0598 0.001
H -1.935 2.355 -0.338 -0.0107 -0.1978 0.0250 -0.006
H -2.944 0.899 -0.399 0.1836 0.1871 -0.0115 0.004
H -2.523 1.740 -1.904 0.0599 -0.0257 0.0335 0.002
H -2.925 -1.253 -0.467 0.1589 -0.1526 0.0525 0.001
H -1.879 -2.678 -0.589 -0.1011 0.1964 0.0607 0.000
H -2.479 -1.893 -2.060 0.1191 0.0873 0.0213 -0.001
H 1.888 -2.828 -1.037 -0.2149 0.0143 0.0615 -0.001
H 0.750 -3.003 -2.389 -0.0114 0.0969 0.0413 0.001
H 0.220 -3.339 -0.733 0.2210 0.1105 -0.0077 0.001
H -0.502 1.731 2.460 0.0937 -0.1769 -0.7879 0.001
O -1.199 -1.028 1.693 1.1628 1.3113 -0.2077 0.038
H -1.071 -0.894 2.665 -0.1899 -0.1404 -0.8893 -0.008
O -0.209 0.535 6.076 -0.2528 0.0722 -0.7152 0.000
N -0.548 0.456 4.873 -0.1599 -0.4522 -0.4020 0.000
O -0.739 -0.689 4.347 0.2711 1.6485 1.0760 0.003
O -0.709 1.518 4.186 0.1208 -1.0802 0.9917 0.003
```
Positions in Å, forces in eV/Å.

## Properties
Multiplicity: 3
Net charge: -2
Gap between HOMO and LUMO (spin up / spin down) (eV): 5.73 / 6.80
HOMO energy (spin up / spin down) (eV): -0.328 / -1.400
Maximum force (eV/A): 5.47

=====

Entry 6:
C4H6N4 as an isolated structure at a distorted geometry. Source: the Open Molecules 2025 dataset; level of theory: ωB97M-V/def2-TZVPD.

XYZ file:
```
14
Properties=species:S:1:pos:R:3:forces:R:3:mulliken_charge:R:1
C 0.345 0.640 -0.986 0.0084 -1.7385 -2.6458 0.343
C 0.852 -1.124 0.893 -2.0701 0.0689 -0.3205 0.050
C -0.270 -0.863 1.711 1.4949 -1.6682 -1.0947 -0.622
C -1.556 -0.527 1.130 -0.8658 0.6974 0.6814 0.426
H -0.782 2.499 -0.363 1.7761 -1.8783 -0.7082 0.292
H 0.227 1.600 0.625 0.0604 0.7378 1.0864 0.358
H 0.580 1.352 -2.913 -1.7562 -4.1179 1.9495 0.270
H 0.659 -1.595 -1.774 0.6063 3.6448 2.2223 0.368
H 1.605 -2.063 1.059 -1.5846 3.0038 -0.1320 0.315
H -0.331 -1.310 2.714 0.0437 0.3004 -0.4985 0.342
N 0.134 1.934 -0.314 -0.4063 -2.1365 -0.8145 -0.504
N 0.286 0.260 -2.294 0.8093 6.3043 -0.1571 -0.669
N 0.926 -0.483 -0.365 0.0214 -2.9423 0.3910 -0.528
N -2.677 -0.319 0.878 1.8625 -0.2756 0.0408 -0.440
```
Positions in Å, forces in eV/Å.

## Properties
Multiplicity: 1
Gap between HOMO and LUMO (eV): 7.44
HOMO energy (eV): -8.883
Maximum force (eV/A): 6.36